1.
Here is C41H57BCaIN13O4S4 as an isolated structure in a non-equilibrium geometry from the Open Molecules 2025 dataset. Energies are from ωB97M-V/def2-TZVPD.

```
! wB97M-V def2-TZVPD RIJCOSX def2/J DEFGRID3
* xyz 0 1
Ca -0.58 -0.05 1.33
C -2.70 -1.97 -3.94
C -1.24 -1.81 -3.67
C -0.31 -2.07 -4.59
C 1.10 -1.79 -4.35
N 1.57 -1.61 -3.17
N 0.59 -1.74 -2.15
B 1.10 -2.46 -1.07
N 0.32 -3.57 -0.37
N -0.19 -4.42 -1.28
C -0.95 -5.37 -0.83
C -1.23 -5.48 0.56
C -0.68 -4.64 1.46
C -0.98 -4.70 2.93
C 0.19 -3.62 0.95
S 0.97 -2.44 1.90
C -1.57 -6.33 -1.84
C -1.13 -5.97 -3.26
C -1.11 -7.75 -1.51
C -3.09 -6.22 -1.74
N 2.60 -2.50 -0.90
N 3.04 -3.72 -1.27
C 4.32 -3.91 -1.29
C 5.21 -2.87 -0.89
C 4.76 -1.66 -0.50
C 5.67 -0.57 -0.06
C 3.33 -1.44 -0.53
S 2.61 0.03 -0.10
C 4.84 -5.27 -1.75
C 5.70 -5.88 -0.64
C 3.68 -6.21 -2.08
C 5.69 -5.06 -3.02
C -0.75 -1.22 -2.37
S -1.80 -1.53 -0.92
C 2.11 -1.80 -5.49
C 1.51 -1.19 -6.76
C 3.37 -1.01 -5.11
C 2.49 -3.26 -5.75
H -2.86 -2.50 -4.87
H -3.18 -0.99 -4.01
H -3.19 -2.50 -3.11
H -0.61 -2.45 -5.56
H -1.91 -6.25 0.90
H -1.66 -5.52 3.14
H -1.44 -3.76 3.25
H -0.07 -4.82 3.51
H -0.04 -6.04 -3.37
H -1.41 -4.94 -3.52
H -1.60 -6.66 -3.96
H -0.03 -7.84 -1.57
H -1.55 -8.46 -2.23
H -1.43 -8.07 -0.51
H -3.43 -5.20 -1.94
H -3.47 -6.52 -0.76
H -3.55 -6.88 -2.48
H 6.28 -3.07 -0.88
H 6.70 -0.92 -0.06
H 5.39 -0.22 0.93
H 5.58 0.30 -0.73
H 5.12 -6.03 0.27
H 6.56 -5.26 -0.40
H 6.08 -6.85 -0.97
H 3.06 -6.40 -1.20
H 4.08 -7.15 -2.43
H 3.03 -5.79 -2.85
H 6.55 -4.42 -2.83
H 5.09 -4.60 -3.81
H 6.06 -6.02 -3.38
H 1.12 -0.18 -6.57
H 0.69 -1.79 -7.17
H 2.27 -1.12 -7.54
H 3.14 0.04 -4.95
H 4.10 -1.09 -5.91
H 3.81 -1.40 -4.19
H 1.61 -3.86 -6.02
H 2.94 -3.70 -4.86
H 3.20 -3.32 -6.58
N 1.21 3.12 -0.69
N 1.89 3.59 0.44
C 1.83 3.12 1.69
N 2.55 3.74 2.63
N 1.04 2.05 1.88
N 0.94 1.58 3.16
O 1.34 2.14 4.15
O 0.34 0.49 3.21
H 0.24 2.92 -0.44
H 1.68 2.28 -1.02
H 2.46 4.40 0.28
H 3.13 4.51 2.38
H 2.43 3.45 3.59
C -8.79 -0.95 0.99
C -7.37 -0.58 1.33
C -7.09 0.18 2.45
C -5.78 0.51 2.79
C -4.75 0.05 1.98
C -5.00 -0.72 0.85
C -6.32 -1.02 0.53
S -3.10 0.45 2.41
O -3.18 1.17 3.66
O -2.35 -0.83 2.43
N -2.42 1.25 1.24
C -2.69 2.62 1.06
C -3.78 3.31 1.59
C -3.95 4.64 1.28
C -3.04 5.28 0.44
C -1.99 4.52 -0.04
N -1.81 3.23 0.26
H -9.49 -0.19 1.34
H -9.07 -1.90 1.47
H -8.92 -1.07 -0.08
H -7.90 0.54 3.08
H -5.56 1.09 3.67
H -4.19 -1.04 0.21
H -6.52 -1.61 -0.35
H -4.49 2.82 2.24
H -4.80 5.18 1.68
H -3.14 6.32 0.17
H -1.26 4.95 -0.71
I 0.11 1.42 -4.12
C -0.70 0.33 -2.42
H -0.10 0.69 -1.59
H -1.71 0.72 -2.35
*
```

Lowest unoccupied orbital energy, Ha: -0.0050
Frontier orbital gap, eV: 7.13
Energy, eV: -141562.7261



2.
Here is a 6-piece molecular cluster, C41H57N10O5P2S overall in a non-equilibrium geometry from the Open Molecules 2025 dataset. Energies are from ωB97M-V/def2-TZVPD.

```
! wB97M-V def2-TZVPD RIJCOSX def2/J DEFGRID3
* xyz 1 1
C -3.68 5.67 6.05
C -3.90 6.80 4.90
C -4.37 6.10 3.50
C -3.07 5.38 2.90
N -3.27 4.74 1.56
C -1.89 4.63 0.99
C -0.90 3.58 1.57
C -1.24 2.54 2.73
O -2.47 1.80 2.39
C -2.16 0.74 1.44
C -3.54 0.48 0.62
C -3.29 -0.40 -0.71
C 0.54 3.59 0.93
C 1.67 2.58 1.48
O 2.23 2.86 2.58
O 1.97 1.41 0.74
P 2.30 0.07 1.77
N 2.45 -1.19 0.78
O 3.80 0.22 2.60
O 1.03 -0.29 2.85
C 0.86 4.60 -0.22
C 2.30 4.71 -0.91
N 3.35 4.90 0.15
C 4.43 3.87 0.05
C -0.26 5.57 -0.68
N -0.04 6.59 -1.74
N -1.59 5.55 -0.07
P -2.89 6.67 -0.62
S -2.91 8.23 0.58
H -3.57 6.11 7.10
H -2.66 5.18 5.80
H -4.48 4.87 5.94
H -2.83 7.20 4.67
H -4.58 7.65 5.22
H -4.73 6.94 2.79
H -5.22 5.38 3.78
H -2.27 6.21 2.74
H -2.64 4.69 3.70
H -3.69 3.80 1.64
H -1.42 2.99 3.76
H -0.44 1.72 2.87
H -1.88 -0.25 1.93
H -1.37 1.04 0.66
H -4.29 -0.06 1.30
H -3.98 1.49 0.27
H -3.90 -1.38 -0.65
H -2.19 -0.67 -0.82
H -3.65 0.16 -1.65
H 3.40 -1.58 0.87
H 3.76 -0.51 3.27
H 1.37 -0.29 3.77
H 2.39 5.61 -1.63
H 2.51 3.76 -1.55
H 2.94 4.92 1.09
H 5.17 4.19 -0.77
H 3.98 2.86 -0.24
H 5.03 3.82 1.04
H -0.19 7.54 -1.35
H -0.67 6.42 -2.55
H -2.62 7.14 -1.96
H -4.16 6.00 -0.68
N 4.69 -1.75 -4.87
C 4.89 -0.85 -3.89
C 4.19 -0.86 -2.69
C 3.23 -1.84 -2.50
C 3.00 -2.77 -3.49
C 3.76 -2.69 -4.65
H 5.65 -0.10 -4.09
H 4.39 -0.11 -1.93
H 2.66 -1.87 -1.57
H 2.26 -3.55 -3.37
H 3.62 -3.40 -5.46
N -5.67 2.25 -3.46
C -4.90 2.94 -2.61
C -3.91 3.82 -3.01
C -3.70 4.00 -4.37
C -4.49 3.30 -5.27
C -5.46 2.44 -4.77
H -5.09 2.77 -1.56
H -3.31 4.36 -2.28
H -2.93 4.68 -4.73
H -4.36 3.41 -6.34
H -6.10 1.88 -5.43
N -0.04 -4.91 -2.78
C -0.60 -4.20 -1.79
C -1.48 -4.74 -0.86
C -1.80 -6.09 -0.96
C -1.23 -6.84 -1.97
C -0.36 -6.21 -2.85
H -0.33 -3.15 -1.75
H -1.91 -4.12 -0.08
H -2.48 -6.54 -0.25
H -1.45 -7.90 -2.08
H 0.12 -6.76 -3.65
N 3.68 -5.71 2.77
C 3.52 -4.91 1.70
C 4.49 -4.70 0.74
C 5.71 -5.35 0.88
C 5.91 -6.18 1.98
C 4.87 -6.33 2.88
H 2.55 -4.42 1.63
H 4.31 -4.04 -0.10
H 6.50 -5.21 0.15
H 6.85 -6.70 2.12
H 4.97 -6.97 3.75
N 0.23 -10.76 -0.81
C 0.28 -9.85 0.18
C 1.41 -9.09 0.47
C 2.55 -9.29 -0.30
C 2.52 -10.22 -1.33
C 1.34 -10.93 -1.54
H -0.63 -9.73 0.75
H 1.40 -8.36 1.27
H 3.45 -8.71 -0.11
H 3.39 -10.40 -1.95
H 1.27 -11.67 -2.33
*
```

Lowest unoccupied orbital energy, Ha: -0.1854
Frontier orbital gap, eV: 5.72
Energy, eV: -97979.4948